[1]
7
Properties=species:S:1:pos:R:3 method="wB97M-V/def2-TZVPD" s_squared=0.766 spin_multiplicity=2 e_homo_ev="-7.34 / -7.70" e_lumo_ev="-1.531 / -1.506"
O -1.18449 1.10789 -0.49126
C -0.02707 0.65593 -0.87124
C 0.23827 -0.65016 -0.44089
O 0.25051 -0.56805 0.94911
H -0.85080 0.06461 0.99734
Cu 1.92325 0.88602 0.69670
H -0.34967 -1.49623 -0.83975

=====

[2]
7
Properties=species:S:1:pos:R:3 method="wB97M-V/def2-TZVPD" s_squared=9.433 charge=+2 spin_multiplicity=6 e_homo_ev="-17.53 / -17.54" e_lumo_ev="-11.243 / -12.700"
C -0.71585 -0.04499 -0.49469
C -1.99607 -0.08745 -0.14444
O 0.46593 -0.06577 -0.47690
H -2.22184 -1.13579 -0.56597
F -2.79827 0.93707 -0.39479
Dy 2.80948 0.23674 0.53739
H 4.45660 0.16020 1.53940

=====

[3]
6
Properties=species:S:1:pos:R:3 method="wB97M-V/def2-TZVPD" e_homo_ev=-10.03 e_lumo_ev=1.001
C 0.68052 0.08373 -0.03997
C -0.64185 0.06774 0.00291
H 1.30405 0.97727 0.05386
H -1.35016 0.96256 -0.00501
F 1.40180 -1.05010 -0.00210
F -1.39436 -1.04120 -0.00969

=====

[4]
14
Properties=species:S:1:pos:R:3 method="wB97M-V/def2-TZVPD" charge=-1 e_homo_ev=-4.80 e_lumo_ev=3.022
C -0.01550 -2.37168 -1.04092
C 2.42866 -2.57422 0.80178
O 0.14821 -0.24560 0.33935
O -1.15289 -2.25387 -0.10507
O -1.76666 0.03457 -1.09616
O -0.25661 -1.96681 -2.15166
O 0.93147 -2.86956 -0.39211
O 2.03915 -2.26967 1.85759
F 2.90734 -3.81625 0.58712
F 3.24440 -1.82679 -0.10526
S -1.49808 -0.71939 0.26430
I -4.07090 -0.88394 0.37750
H 0.76706 -0.57961 1.05895
H -1.10190 -0.21182 -1.80382

=====

[5]
9
Properties=species:S:1:pos:R:3 method="wB97M-V/def2-TZVPD" s_squared=12.347 charge=+2 spin_multiplicity=7 e_homo_ev="-17.54 / -18.58" e_lumo_ev="-8.670 / -10.189"
F 0.30025 2.06180 0.14564
C -0.81981 0.51779 0.19007
C -0.02457 -0.35216 -0.58982
O 1.25602 -0.65190 -0.14623
H -0.68069 0.71853 1.26191
H -0.31433 -0.60237 -1.61957
Tb 2.95208 0.70009 0.19975
Li -0.59256 -2.28047 0.31271
F -2.07638 -0.11131 0.24556

=====

[6]
7
Properties=species:S:1:pos:R:3 method="wB97M-V/def2-TZVPD" e_homo_ev=-10.83 smiles="O=CC(F)F" e_lumo_ev=-0.100
C -0.26968 0.38323 0.31276
C 0.03730 -0.37075 -0.99552
H -1.31130 0.62136 0.39006
H 0.51066 0.32392 -1.80072
O -0.40053 -1.52371 -1.17051
F 0.22208 -0.32527 1.34636
F 0.37783 1.56633 0.30601

=====

[7]
8
Properties=species:S:1:pos:R:3 method="wB97M-V/def2-TZVPD" s_squared=2.012 spin_multiplicity=3 e_homo_ev="-8.82 / -12.53" e_lumo_ev="-0.441 / -2.586"
C -1.05569 0.10455 0.11490
C -0.10390 -0.80907 -0.25714
O -0.69498 1.23340 0.44939
O 0.55882 -1.65109 0.46125
F -2.44888 -0.10434 -0.33946
F 1.77182 1.54389 -0.21608
H 0.78548 1.73450 -0.00298
H 1.18734 -2.05184 -0.20988

=====

[8]
9
Properties=species:S:1:pos:R:3 method="wB97M-V/def2-TZVPD" e_homo_ev="-10.48 / -10.99" e_lumo_ev="-3.256 / -1.986"
C -0.10815 1.06880 1.29472
C -1.04686 0.73844 0.46880
O 1.39268 -1.42750 -0.05635
O -0.29247 -2.23026 -1.64735
F -0.22361 2.06745 2.15885
F 1.09305 -0.26389 -2.40747
S 0.36979 -1.14718 -1.08272
H 0.71711 0.37558 1.45278
H -1.90154 0.81856 -0.18126

=====

Ordered F_max results: 0.0958; 0.0594; 0.0447; 0.0819; 0.0842; 0.0804; 0.0932; 0.0981; unit Eh/bohr.
Ordered E_tot results: -50833.57231; -30930.60065; -7539.98834; -38763.19086; -32205.15545; -9587.85123; -11631.49857; -22466.45150; unit eV.